# C29H24BCaF2N8O8Se2

A molecular structure, C29H24BCaF2N8O8Se2 in a non-equilibrium geometry (ωB97M-V with the def2-TZVPD basis set, the OMol25 dataset).

Computed properties:
Spin multiplicity: 1
Net charge: -1
E_tot (eV): -214005.540
ΔE to the lowest compared entry with this formula, charge and spin (kcal/mol): 53.4
Kohn-Sham gap (eV): 5.3

XYZ file:
```
75
Properties=species:S:1:pos:R:3:lowdin_charge:R:1
Ca -0.226 1.196 -0.450 1.37
C -1.769 2.908 -4.258 -0.08
C -1.108 2.103 -5.187 -0.08
C 0.054 1.474 -4.825 -0.05
C 0.563 1.640 -3.523 -0.35
N -0.127 2.332 -2.602 0.04
C -1.252 2.967 -2.988 -0.14
N 1.865 1.193 -3.303 0.14
C 2.483 1.254 -2.151 -0.33
N 2.004 1.352 -0.893 0.02
C 3.073 1.345 -0.018 -0.30
N 3.049 1.284 1.248 0.20
C 1.944 1.252 2.082 -0.31
C 1.436 -0.109 2.537 -0.04
C 0.020 -0.078 3.115 -0.22
C -0.105 1.131 3.981 -0.03
C 0.614 2.216 3.684 -0.12
N 1.568 2.332 2.663 0.13
C 4.348 1.346 -0.794 -0.10
C 5.666 1.474 -0.412 -0.01
C 6.630 1.474 -1.419 -0.09
C 6.263 1.339 -2.759 -0.09
C 4.922 1.227 -3.125 -0.02
C 3.982 1.240 -2.116 -0.10
H -2.671 3.449 -4.509 0.10
H -1.500 1.985 -6.190 0.10
H 0.626 0.878 -5.523 0.10
H -1.758 3.528 -2.215 0.10
H 1.998 -0.281 3.472 0.18
H -0.116 -0.989 3.665 0.12
H -0.850 1.154 4.768 0.11
H 0.499 3.118 4.274 0.10
H 5.931 1.588 0.632 0.11
H 7.677 1.579 -1.162 0.09
H 7.031 1.341 -3.523 0.09
H 4.618 1.131 -4.161 0.11
C -1.003 -5.021 1.474 -0.41
Se -1.395 -3.310 0.632 0.97
C -1.009 -3.876 -1.191 -0.54
C 0.454 -3.799 -1.613 -0.45
Se 1.073 -1.960 -1.916 1.18
C -0.071 -1.703 -3.451 -0.28
H -1.651 -5.801 1.077 0.01
H -1.180 -4.914 2.547 0.01
H 0.042 -5.285 1.317 0.01
H -1.633 -3.254 -1.831 0.04
H -1.366 -4.904 -1.266 0.06
H 0.614 -4.296 -2.575 0.06
H 1.135 -4.224 -0.878 0.06
H -0.547 -2.639 -3.727 0.03
H 0.524 -1.305 -4.268 0.01
H -0.819 -0.986 -3.096 0.03
O -2.498 1.848 -0.516 -0.03
C -2.117 1.987 0.662 -0.69
O -1.030 2.536 1.018 -0.12
C -2.904 1.278 1.736 -0.01
C -4.203 1.645 1.977 0.08
C -4.915 0.976 2.953 -0.12
C -4.373 -0.078 3.634 0.07
C -3.078 -0.479 3.348 -0.02
C -2.288 0.204 2.410 -0.14
O -1.019 -0.063 2.061 -0.02
N -2.680 -1.736 4.061 -0.32
O -1.820 -2.430 3.571 0.05
O -3.333 -2.033 5.039 0.07
N -6.312 1.379 3.249 -0.35
O -6.756 2.330 2.642 0.08
O -6.921 0.740 4.082 0.07
H -4.655 2.456 1.422 0.14
H -4.952 -0.623 4.362 0.13
F 2.661 -1.395 0.657 0.21
B 1.832 -1.387 1.686 -0.66
F 1.664 -2.563 2.302 0.21
O -1.107 -0.713 -0.952 -0.58
N 0.254 -0.977 -0.655 -0.64
```